C25H48BrI2N3O4PS2 | ωB97M-V/def2-TZVPD

The charge is +1. Its HOMO energy is -11.0638 eV. The lowest unoccupied orbital energy comes out at -0.108 hartree. Its structure (SMILES) is CCOCCO[C@@]1(CC(=O)Br)C[N@H+](CCCSC(=S)N(CC)CC)[C@H](P(CC)CC)[C@@](N)([C@H](I)[C@H](C)I)O1.

Structure (XYZ):
```
86
C25H48BrI2N3O4PS2 (ωB97M-V/def2-TZVPD)
C -0.31602 2.60771 5.76559
C -0.27182 2.85813 4.16370
O -1.16329 3.95270 3.89578
C -1.47152 4.06776 2.48553
C -2.50313 2.88859 2.08827
O -1.77099 1.85966 1.40538
C -1.96179 1.79511 -0.01580
C -2.03691 3.26762 -0.71396
C -2.27591 3.14871 -2.31047
O -1.37364 3.19905 -3.15148
Br -4.17409 2.97420 -2.93532
C -0.51860 1.26309 -0.52726
N -0.48243 -0.17192 -0.96606
C -0.44902 -0.18518 -2.45008
C 0.95566 0.02354 -3.16350
C 2.21586 0.35216 -2.26584
S 3.23102 -1.23586 -2.11921
C 4.90453 -0.56400 -1.63441
S 6.27989 -1.25428 -2.31257
N 4.98075 0.58394 -0.68350
C 5.56229 0.13998 0.62842
C 4.38594 -0.12473 1.68687
C 5.87939 1.66036 -1.20519
C 5.37380 2.29527 -2.60160
C -1.61812 -0.95458 -0.29493
P -1.37868 -2.81125 -0.36582
C 0.07713 -3.17922 0.77974
C -0.06993 -4.59310 1.56713
C -1.29888 -3.62871 -2.02507
C 0.22036 -3.95487 -2.53974
C -3.06234 -0.35182 -0.54937
N -3.48269 -0.55611 -1.98838
C -4.28235 -0.85063 0.32530
I -4.27505 -0.15591 2.43618
C -4.71379 -2.37308 0.45120
C -4.04901 -3.19907 1.69777
I -4.86498 -3.58672 -1.34815
O -3.10658 1.12118 -0.47148
H 0.52609 3.13645 6.31196
H -0.16448 1.48552 5.98234
H -1.35134 2.85316 6.18319
H -0.56907 1.86343 3.69667
H 0.81682 3.05576 3.84103
H -1.82774 5.10562 2.19760
H -0.48456 3.89057 1.92760
H -2.82857 2.43975 3.09853
H -3.46201 3.24956 1.60206
H -2.93201 3.87636 -0.36141
H -1.07354 3.85535 -0.57562
H 0.26265 1.35559 0.31615
H -0.07839 1.92730 -1.35751
H 0.37325 -0.60678 -0.55807
H -0.93985 -1.09572 -2.95102
H -1.12478 0.67940 -2.80253
H 1.18774 -0.91432 -3.78600
H 0.84578 0.86605 -3.93957
H 2.89480 1.07266 -2.83630
H 2.02740 0.69532 -1.20334
H 6.31042 0.86849 1.07513
H 6.12281 -0.85819 0.49857
H 4.02780 -1.20469 1.60320
H 4.85017 -0.02887 2.73725
H 3.52009 0.61201 1.61646
H 5.88281 2.50327 -0.42518
H 6.95975 1.29400 -1.26664
H 5.32860 1.50042 -3.43101
H 6.08423 3.13899 -2.89900
H 4.34752 2.79779 -2.46427
H -1.41874 -0.73485 0.82722
H 1.10869 -3.06630 0.30990
H 0.02265 -2.38290 1.61384
H 0.86177 -4.72628 2.21916
H -0.23618 -5.45699 0.85207
H -0.95881 -4.48114 2.28261
H -1.79958 -4.66194 -1.94746
H -1.80023 -3.09982 -2.89731
H 1.01284 -3.59439 -1.81010
H 0.34792 -5.09501 -2.61222
H 0.43855 -3.44632 -3.54240
H -4.49792 -0.67245 -2.05592
H -3.00865 -1.37515 -2.38357
H -5.20612 -0.29197 -0.08079
H -5.81734 -2.31736 0.79313
H -3.94745 -4.27711 1.30590
H -2.99944 -2.86062 1.94787
H -4.72942 -3.20139 2.61009
```

C25H48Cl3N4O3RuSSi | ωB97M-V/def2-TZVPD

The charge is 0. Its HOMO energy (alpha / beta) is -5.5304 / -6.6226 eV. The lowest unoccupied orbital energy (alpha / beta) comes out at 0.018 / -0.004 hartree. Its spin multiplicity is 6.

Structure (XYZ):
```
86
C25H48Cl3N4O3RuSSi (ωB97M-V/def2-TZVPD)
C -4.59384 -1.24239 1.94611
C -4.22502 -0.79202 0.55308
H -5.00721 -0.42365 2.57087
H -3.67085 -1.58052 2.44989
H -5.31973 -2.08135 1.89500
C -5.21817 -0.59711 -0.42132
C -6.61411 -0.28488 -0.09988
H -4.90753 -0.47980 -1.44952
H -6.66701 0.49914 0.66720
H -7.17870 -1.14065 0.29173
H -7.16721 0.08996 -0.96621
Ru 1.63662 1.41240 0.56538
Cl 2.03877 -0.55526 1.81777
Cl 2.35516 3.00523 2.00630
C 0.85959 -1.11844 -1.23508
O 0.53459 0.04268 -0.87918
N 1.29943 -1.39143 -2.47080
C 1.34581 -0.34896 -3.48355
C 1.58809 -2.75409 -2.91017
H 0.78596 -1.97492 -0.54070
H 1.83407 0.54501 -3.07777
H 0.33316 -0.10926 -3.84030
H 1.93496 -0.73349 -4.32140
H 1.64351 -3.40886 -2.03255
H 2.54963 -2.76642 -3.44576
H 0.80405 -3.12435 -3.58776
H -3.22046 2.72191 0.49243
H -3.67351 1.95228 -2.30657
C -2.72779 3.49406 -0.12123
C -2.90451 2.71885 -2.47239
N -2.07969 2.89277 -1.28151
H -2.00030 4.04548 0.48733
C -0.78741 2.49512 -1.27355
O 0.07578 2.84438 -0.42040
H -2.25942 2.41844 -3.30300
H -0.51963 1.81459 -2.09611
H -3.51026 4.17013 -0.48628
H -3.41772 3.65767 -2.71845
O -3.11221 0.15514 0.53403
C -2.73461 -1.14976 0.12749
C -2.47761 -0.84770 -2.41251
C -2.42771 -1.61880 -1.22936
H -2.70809 0.22085 -2.36663
C -2.24004 -1.46339 -3.64274
H -2.13245 -1.61950 0.91837
C -2.08504 -2.99052 -1.34629
H -2.32182 -0.86541 -4.54822
C -1.93565 -2.81428 -3.74172
C -1.85579 -3.58618 -2.58062
H -2.04215 -3.58990 -0.43876
H -1.79666 -3.28790 -4.71582
H -1.63570 -4.64356 -2.62583
Si -0.59896 1.57584 3.77141
Cl -0.50175 1.08401 1.56504
C -0.52558 3.45623 3.90485
C 0.98029 0.98557 4.60430
C -2.11047 0.79727 4.54290
H -1.11656 4.02935 3.17690
H 0.49982 3.86201 3.84814
H -0.94779 3.67083 4.90149
H -3.03665 1.11056 4.05077
H -2.21966 1.04761 5.60614
H -2.05402 -0.29890 4.47079
H 1.82843 0.80247 3.93019
H 0.80613 0.06437 5.15998
H 1.32318 1.73839 5.33501
C 4.47421 -3.17027 -0.67047
C 4.71674 -1.73099 -1.10681
N 4.09434 -0.84846 -0.13266
C 4.16155 0.52004 -0.14196
S 3.14412 1.57050 -1.08120
N 5.07215 1.14626 0.60813
C 6.00727 0.45112 1.50208
C 7.35111 1.16937 1.46266
H 4.81818 -3.32564 0.36333
H 5.02990 -3.83636 -1.34107
H 3.40655 -3.43610 -0.71641
H 5.79303 -1.50261 -1.12839
H 4.30330 -1.54917 -2.11347
H 3.25829 -1.22532 0.34608
H 4.87586 2.12859 0.82003
H 5.58021 0.44715 2.51956
H 6.10133 -0.58570 1.15737
H 7.31518 2.06628 2.09339
H 8.13892 0.49949 1.82430
H 7.58779 1.47489 0.43460
```

C25H49BeNO2SSi2 | ωB97M-V/def2-TZVPD

The charge is 0. Its HOMO energy is -8.1068 eV. The lowest unoccupied orbital energy comes out at -0.004 hartree.

Structure (XYZ):
```
81
C25H49BeNO2SSi2 (ωB97M-V/def2-TZVPD)
O 2.94219 0.21469 -1.32085
O 2.90823 -1.43777 0.64253
C 2.86425 0.47839 -2.72642
C 1.85801 1.54241 -3.11746
H 2.60704 -0.49255 -3.17085
H 3.87143 0.75652 -3.07519
H 0.98928 1.57479 -2.45230
H 1.51423 1.33970 -4.13515
H 2.33519 2.52612 -3.12648
C 3.13030 1.36949 -0.46889
C 4.54099 1.45890 0.04636
H 2.41315 1.25555 0.35635
H 2.84816 2.28469 -1.01430
H 4.77592 0.61356 0.70368
H 4.65509 2.38167 0.62649
H 5.26338 1.48983 -0.77608
C 3.17153 -1.53755 2.04705
C 3.74067 -2.32974 -0.12555
C 2.40540 -0.46519 2.77452
H 4.25569 -1.41487 2.21038
H 2.88347 -2.54190 2.40790
H 2.69747 0.53376 2.42739
H 2.64541 -0.53204 3.83983
H 1.32184 -0.58199 2.66536
C 5.14018 -1.81911 -0.32548
H 3.23318 -2.45785 -1.09050
H 3.76946 -3.31518 0.37242
H 5.12805 -0.87449 -0.87536
H 5.69426 -2.55833 -0.91243
H 5.65917 -1.68820 0.62979
H 1.61667 -0.59928 -0.33317
Be -1.81695 0.32291 0.21060
C 0.40308 -0.69752 -0.26573
Si -0.00410 -2.52496 -0.62997
H 0.16150 -0.38215 0.75539
H 0.01973 -0.00281 -1.02658
C 0.63648 -2.82928 -2.37218
C -1.81171 -3.04083 -0.59618
C 0.72316 -3.68148 0.66542
C -3.24018 -0.33570 -0.43858
Si -4.67467 0.84710 -0.67505
H -3.60688 -1.17401 0.18271
H -3.03834 -0.77013 -1.43544
C -6.26554 -0.13865 -0.91195
C -4.42119 1.89459 -2.21460
C -4.85797 1.99094 0.80556
H 0.06337 -4.55679 0.75399
H 0.77090 -3.20165 1.65216
H 1.72315 -4.04511 0.40078
H -0.02073 -2.32193 -3.09496
H 0.61949 -3.90662 -2.59365
H 1.65919 -2.45451 -2.51630
H -2.38187 -2.61083 -1.42573
H -2.28857 -2.75006 0.34769
H -1.87406 -4.13693 -0.68202
H -3.85595 1.34000 -2.97452
H -3.88053 2.82421 -1.99778
H -5.39860 2.15587 -2.64348
H -4.21801 2.87876 0.71396
H -4.59786 1.48323 1.74353
H -5.90254 2.32955 0.87562
H -7.06674 0.50653 -1.29717
H -6.60584 -0.58209 0.03336
H -6.11464 -0.95547 -1.63087
S -0.82811 4.33709 0.57005
C -0.91529 4.10271 -1.12744
C -1.14427 2.76585 -1.48882
C -1.26922 1.92874 -0.36095
C -1.12714 2.62546 0.80782
C -1.27932 1.91251 2.05948
C -1.12814 2.42952 3.34643
C -1.28604 1.58635 4.44001
C -1.59791 0.23625 4.22401
C -1.74004 -0.24087 2.92365
N -1.58644 0.58852 1.86211
H -0.81525 4.94229 -1.80975
H -1.24160 2.42654 -2.51701
H -0.87906 3.48423 3.44372
H -1.17069 1.96960 5.45286
H -1.72864 -0.45679 5.05161
H -1.97869 -1.28620 2.70060
```

C25H49Cl20I2NO4P | ωB97M-V/def2-TZVPD

The charge is -1. Its HOMO energy is -4.9670 eV. The lowest unoccupied orbital energy comes out at 0.057 hartree.

Structure (XYZ):
```
102
C25H49Cl20I2NO4P (ωB97M-V/def2-TZVPD)
C 2.46300 -1.25149 4.20006
C 1.23362 -0.25272 3.95997
I 2.10364 1.68691 3.31092
C 0.20385 -0.75806 2.79022
I 1.10702 -2.12174 1.35551
C -1.17491 -1.26371 3.44207
N -2.35517 -0.79055 2.60677
P -3.11022 0.60059 3.40851
O -3.68780 0.16870 4.96848
O -2.02457 1.94063 3.52626
C -1.22921 -2.82351 3.79082
O -1.13384 -3.18134 5.02743
O -1.42228 -3.83312 2.85458
H 3.21483 -1.24405 3.33602
H 3.02507 -0.86183 5.12833
H 2.07377 -2.29703 4.46327
H 0.66057 0.01233 4.92628
H -0.05407 0.20334 2.20177
H -1.28769 -0.70608 4.45213
H -2.03409 -0.46501 1.67568
H -4.19751 -0.66805 4.88580
H -1.45867 1.77354 4.31935
Cl 5.54406 0.60687 1.52825
C 5.93433 1.37538 3.08904
C 6.80609 0.49227 3.96062
Cl 5.93984 -0.95064 4.54324
H 4.99551 1.62952 3.58368
H 6.46659 2.30584 2.86542
H 7.12571 1.04688 4.84515
H 7.69770 0.15807 3.42695
Cl 0.20689 -8.02712 1.19657
C -1.22273 -7.00162 1.48720
C -2.42111 -7.80678 1.94468
Cl -3.06116 -8.85833 0.65327
H -1.43569 -6.44957 0.57073
H -0.94430 -6.28105 2.26095
H -3.22951 -7.13286 2.23332
H -2.17791 -8.43516 2.80302
Cl 7.86759 4.65490 -1.31767
C 6.38928 4.05742 -0.51983
C 6.16666 4.70713 0.83015
Cl 7.38649 4.19952 2.02343
H 6.46375 2.97181 -0.43610
H 5.55643 4.29046 -1.18361
H 5.19233 4.41437 1.22715
H 6.19265 5.79604 0.76094
Cl -8.01743 -0.95658 2.08785
C -7.56408 0.42506 1.05629
C -6.33649 0.13413 0.21602
Cl -4.85970 -0.00306 1.20428
H -7.41328 1.29341 1.70010
H -8.41842 0.62791 0.40620
H -6.16934 0.94956 -0.49025
H -6.45056 -0.78829 -0.35088
Cl 10.71221 3.52832 2.00556
C 11.21356 4.92434 1.02178
C 12.44588 4.62729 0.19099
Cl 13.90343 4.42782 1.19612
H 11.37506 5.77060 1.69166
H 10.37400 5.16553 0.36538
H 12.64232 5.45833 -0.48924
H 12.31879 3.72176 -0.40467
Cl 3.93469 -0.44279 -2.12244
C 2.48599 0.30328 -1.40128
C 2.12687 1.61674 -2.06515
Cl 3.31936 2.89457 -1.72583
H 2.66600 0.42768 -0.33177
H 1.66760 -0.40839 -1.52722
H 1.16863 1.97258 -1.68564
H 2.04582 1.50859 -3.14818
Cl -7.08708 -0.20772 -2.98558
C -6.63065 1.16642 -4.02035
C -5.40051 0.86784 -4.85214
Cl -3.93114 0.73443 -3.85288
H -6.48136 2.03873 -3.38090
H -7.48163 1.36693 -4.67514
H -5.22776 1.67902 -5.56245
H -5.51197 -0.05997 -5.41584
Cl -5.26853 -3.69172 -2.97882
C -5.42366 -4.11208 -1.25348
C -6.86679 -4.33944 -0.84742
Cl -7.81872 -2.83385 -0.87971
H -4.96186 -3.31537 -0.66734
H -4.84724 -5.02638 -1.09768
H -6.90786 -4.71772 0.17578
H -7.35788 -5.06464 -1.49868
Cl -3.22254 3.10906 -1.73210
C -2.76072 4.48264 -2.76559
C -1.53224 4.18236 -3.60049
Cl -0.05880 4.04285 -2.60902
H -2.60915 5.35327 -2.12521
H -3.61134 4.68606 -3.42023
H -1.35930 4.99414 -4.30995
H -1.64904 3.25533 -4.16484
Cl -4.37240 -1.33780 -7.26506
C -3.57473 -2.44706 -6.11995
C -2.21933 -2.90682 -6.61763
Cl -2.35110 -3.97850 -8.03483
H -4.24478 -3.28980 -5.94230
H -3.45849 -1.90146 -5.18052
H -1.71270 -3.47635 -5.83627
H -1.58449 -2.06189 -6.88991
```

C25H49Cl2N7O22 | ωB97M-V/def2-TZVPD

The charge is 0. Its HOMO energy is -10.4283 eV. The lowest unoccupied orbital energy comes out at -0.025 hartree. Its structure (SMILES) is C[N+](=O)[O-].C[N+](=O)[O-].C[N+](=O)[O-].C[N+](=O)[O-].C[N+](=O)[O-].C[N+](=O)[O-].C[N+](=O)[O-].O=C1CCCO1.O=C1CCCO1.O=C1CCCO1.O=C1CCCO1.ClCCCl.

Structure (XYZ):
```
105
C25H49Cl2N7O22 (ωB97M-V/def2-TZVPD)
C 4.52927 -11.90573 18.74760
N 5.94286 -11.33516 19.00141
O 6.66146 -11.03312 18.09989
O 6.20444 -11.15521 20.19828
H 4.41000 -12.19128 17.70246
H 3.84311 -11.07856 18.92944
H 4.28035 -12.68072 19.47256
C 1.71549 -7.21509 23.09036
N 1.23387 -7.97753 24.30048
O 0.69049 -9.01791 24.16739
O 1.24864 -7.26401 25.30753
H 1.68360 -6.13301 23.21757
H 1.05908 -7.61915 22.31967
H 2.71657 -7.58159 22.86313
C 1.65761 -6.91653 17.55548
N 2.79479 -5.96676 17.50777
O 2.56137 -4.79947 17.90364
O 3.93054 -6.30802 17.14246
H 1.73447 -7.60736 18.39509
H 1.77165 -7.58110 16.69906
H 0.70588 -6.38559 17.57613
C 6.29044 -2.87001 22.92010
N 6.42439 -1.53832 23.65918
O 7.46310 -1.32472 24.31959
O 5.50676 -0.73990 23.52689
H 6.37660 -3.60343 23.72183
H 7.11622 -3.00557 22.22167
H 5.34591 -2.92966 22.37935
C 6.19182 -8.33334 15.53903
N 4.71804 -8.79764 15.51502
O 4.03070 -8.40400 14.54221
O 4.24427 -9.47589 16.40226
H 5.97839 -7.36584 15.99345
H 6.50166 -8.36216 14.49440
H 6.67663 -8.99848 16.25362
C 5.15870 -10.14412 23.27155
N 4.91107 -9.25563 24.40722
O 5.08490 -8.06330 24.27485
O 4.40013 -9.77978 25.39056
H 5.48857 -11.09134 23.69825
H 5.93144 -9.60251 22.72598
H 4.27311 -10.19095 22.63780
C 1.95714 -3.28531 20.52528
N 1.91027 -2.82343 21.94923
O 2.27979 -1.67176 22.13672
O 1.42249 -3.54151 22.76803
H 1.45460 -2.44243 20.05084
H 1.45884 -4.24627 20.39750
H 3.00573 -3.33350 20.23160
O 7.16477 -3.26573 19.17785
C 7.18931 -3.01679 17.98359
C 6.61542 -3.88631 16.94080
C 7.28756 -3.37839 15.71091
C 7.62275 -1.90211 16.13044
O 7.77963 -1.93119 17.50334
H 6.83120 -4.93460 17.14725
H 5.53695 -3.73203 16.90606
H 8.19583 -3.93614 15.48272
H 6.66789 -3.39987 14.81444
H 8.52378 -1.56832 15.61583
H 6.81420 -1.21860 15.87126
O 2.21578 -10.33401 20.77725
C 1.64120 -11.01001 21.65020
C 0.24347 -11.63756 21.55392
C 0.00964 -11.89446 23.05783
C 1.38542 -12.31722 23.54457
O 2.26450 -11.42990 22.80910
H -0.50838 -10.98986 21.10303
H 0.31780 -12.57035 20.99493
H -0.44417 -11.00201 23.48874
H -0.73837 -12.66637 23.23879
H 1.50823 -12.26613 24.62642
H 1.63175 -13.34600 23.28180
O 4.04201 -5.39683 21.80578
C 4.61774 -6.21343 21.13781
C 6.00349 -6.30390 20.73043
C 6.00223 -7.37748 19.67096
C 4.65674 -8.15282 19.81103
O 3.91778 -7.14882 20.55242
H 6.50047 -5.35336 20.53658
H 6.57121 -6.59872 21.61296
H 6.12750 -6.91766 18.69066
H 6.83236 -8.05652 19.86563
H 4.17188 -8.36683 18.85855
H 4.62795 -9.12452 20.30405
O 9.16125 -7.14323 15.39432
C 9.63307 -6.96754 16.52895
C 9.65705 -7.98201 17.62318
C 9.84200 -7.09892 18.81366
C 10.76130 -6.00094 18.27743
O 10.26645 -5.84196 16.92155
H 8.72260 -8.54252 17.65001
H 10.50324 -8.66408 17.54042
H 8.93583 -6.62956 19.19660
H 10.29862 -7.63769 19.64392
H 10.76207 -5.09842 18.88863
H 11.80959 -6.25480 18.12012
Cl 8.46642 -8.44421 22.12932
C 9.29056 -7.57861 23.47144
C 8.38939 -7.63534 24.67901
Cl 8.18052 -9.26706 25.39036
H 9.51443 -6.52656 23.29490
H 10.27601 -8.00329 23.66285
H 7.42613 -7.14947 24.52359
H 8.80947 -6.97558 25.43819
```

Short version: ΔE to the lowest compared entry with this formula, charge and spin = 4.425 0.356 0.244 1.556 0.450 eV, in the order given.
Short version: strongest force on any atom = 0.081 0.084 0.069 0.116 0.104 Eh/bohr, in the order given.